Here is a molecular structure, C5H8 from the Open Molecules 2025 dataset. Energies are from ωB97M-V with the def2-TZVPD basis set.

Calculated total energy   -5309.404 eV
Net charge   0
2S+1   1
Frontier orbital gap   9.57 eV
Relative energy (zero: lowest compared OMol25 entry of this formula, charge and spin)   109.8 kcal per mole
HOMO level   -8.76 eV

CARTESIAN COORDINATES (ANGSTROEM)
C1 1.5733 -0.8385 -0.7103
C2 0.9299 0.0260 0.3480
C3 -0.0882 -0.5850 1.2632
C4 -0.7087 0.3139 0.4970
C5 -2.0049 0.4196 -0.2567
H1 2.4781 -1.2797 -0.2765
H2 1.8640 -0.2699 -1.5994
H3 0.9017 -1.6513 -0.9984
H4 0.0840 1.0259 -0.1551
H5 1.5522 0.8395 0.7290
H6 -2.3737 1.4481 -0.3185
H7 -1.9088 0.0257 -1.2755
H8 -2.7377 -0.1921 0.2757

These are the natural (NBO) partial charges, in e, on atoms 1 to 8:
1 C -0.65
2 C -0.17
3 C -0.13
4 C -0.27
5 C -0.62
6 H 0.24
7 H 0.22
8 H 0.23